Record 1
Formula: CH4NO2
Source: the Open Molecules 2025 dataset
Level of theory: ωB97M-V/def2-TZVPD

Computed properties:
* HOMO-LUMO gap: 0.260 hartree
* calculated total energy: -6686.5707 eV
* charge: -1
* spin multiplicity: 1

Atoms and positions in Å:
1 H 0.9341 -0.1711 -1.7820
2 O 0.7616 0.7932 0.5386
3 C 0.1434 -0.2600 0.6138
4 H -0.4490 -0.5715 -1.5904
5 H -1.0461 0.7743 1.9748
6 O 0.1547 -0.4355 -2.3233
7 H -1.0074 -0.7959 2.2326
8 N -1.0847 -0.1263 1.4715

---

Record 2
Formula: C36H96F20N19O34P3S2
Source: the Open Molecules 2025 dataset
Level of theory: ωB97M-V/def2-TZVPD

Computed properties:
* HOMO-LUMO gap: 0.139 hartree
* calculated total energy: -240672.5211 eV
* charge: +2
* spin multiplicity: 1

Atoms and positions in Å:
1 F 26.2184 -3.7288 -8.4933
2 O 20.9210 -6.4077 -3.0804
3 H 21.4572 -1.7920 2.2544
4 F 28.3469 -1.8288 0.0886
5 C 24.1849 -5.9982 -4.9307
6 O 25.6927 -8.7475 -1.9998
7 N 21.9506 -7.4236 0.0738
8 H 18.0997 1.3529 -3.9274
9 H 19.1140 0.9292 -5.0319
10 F 27.5544 0.9899 -1.3896
11 H 22.2550 -9.4615 2.9479
12 H 22.4868 4.8815 -6.6416
13 H 25.0108 -3.2395 -0.1910
14 H 26.9902 -1.3731 5.8220
15 H 25.4704 -3.8100 -1.6926
16 O 24.3664 -7.1378 -1.8020
17 N 16.4973 -4.6178 -0.4034
18 H 20.6549 3.2742 -7.9648
19 N 25.2879 -0.8510 3.6901
20 F 23.8487 -3.3986 -9.0246
21 N 22.2888 4.1393 -5.9858
22 O 27.0121 3.3646 -4.0578
23 H 20.6898 -4.2666 6.0758
24 H 24.2797 3.9980 -5.3988
25 H 19.2175 -1.3013 -4.2346
26 O 26.5430 1.6192 -5.2042
27 H 25.6355 0.0605 -4.1757
28 H 24.0655 0.9993 -0.5779
29 C 19.0855 -2.8810 -9.4924
30 F 23.6172 -1.4402 -1.5758
31 H 23.0978 3.5323 -4.1044
32 H 18.8668 -0.8654 -2.5492
33 H 24.9803 0.0211 1.7867
34 C 17.7941 -3.0221 -10.3107
35 H 19.1886 -4.4898 5.0993
36 O 15.8876 -2.4153 1.2264
37 C 23.8709 2.0407 -0.3212
38 P 24.9852 -2.5619 -8.2643
39 C 26.4458 -1.9134 -4.4325
40 H 24.9875 -7.9892 -5.1764
41 C 17.8144 -3.8767 -0.8113
42 O 25.6194 2.0349 -3.3817
43 H 24.1280 -5.5879 -5.9390
44 H 27.4464 -0.5710 -5.7335
45 H 27.8519 2.9570 -0.1299
46 H 25.8186 2.9363 -1.7594
47 C 26.5958 -0.3570 5.8322
48 H 19.1895 -6.9274 -7.2118
49 O 17.6481 -4.7545 -3.7202
50 O 23.9879 -3.4945 2.6403
51 H 25.8861 -1.5990 3.3696
52 H 21.7201 -2.2290 -9.1049
53 O 22.6514 1.7477 -6.0635
54 C 25.0872 2.7000 0.1733
55 H 29.1380 -4.9760 -1.9504
56 H 17.5024 -4.0651 -10.1875
57 P 22.1703 -2.1678 -1.5072
58 O 20.2808 -8.1691 1.6269
59 H 22.1325 -5.4892 0.9064
60 H 20.0633 2.6738 -1.5104
61 C 28.1972 -4.4666 -1.7419
62 O 14.0330 -4.3100 -4.7118
63 C 26.2054 0.0931 4.4390
64 H 20.6132 -5.6644 4.9241
65 H 22.3784 3.2903 -8.5398
66 F 26.0085 -1.6680 -7.3722
67 C 20.2644 -4.6570 5.1512
68 N 25.8820 3.4582 -0.8970
69 H 16.5157 -4.6062 2.2219
70 H 23.2859 -6.5802 -4.7279
71 N 19.7199 -1.5071 -9.5691
72 O 25.4564 2.6456 1.3094
73 H 27.8917 -5.5321 -6.3817
74 N 20.9032 -3.6760 4.1636
75 F 20.7967 -3.0404 -1.5068
76 O 19.7995 -4.6697 2.2236
77 H 27.2126 4.7229 -0.1613
78 H 20.7786 -3.3410 -4.1884
79 H 25.3317 -7.2439 -3.8157
80 F 22.6974 -2.8172 -0.1767
81 H 23.8178 -2.1357 -4.5989
82 C 27.6934 -1.4391 -5.1223
83 H 26.6176 -6.4538 -7.2420
84 H 23.3421 -0.4639 -4.1792
85 F 25.4506 -1.9226 -9.6684
86 H 19.9829 -1.2573 -10.5118
87 N 26.3367 2.3660 -4.2847
88 P 27.8536 -0.3671 -0.5703
89 H 24.7598 -5.0167 -0.6047
90 N 20.2105 2.8348 1.5020
91 F 23.8076 -1.4276 -7.9868
92 H 15.9844 -4.8845 -1.2316
93 C 21.0415 -1.4463 -8.7659
94 O 19.6762 -7.7436 -4.0125
95 H 26.2629 -5.0624 1.0007
96 H 21.5736 -7.9121 -0.7257
97 H 23.0440 2.0114 0.3884
98 H 18.4742 2.0726 -1.8876
99 H 19.0027 -0.8165 -9.3996
100 C 21.0576 -3.5781 -5.2150
101 C 24.3410 -0.2150 2.6374
102 F 21.4530 -0.9440 -0.7907
103 C 24.0692 -1.0807 -4.7074
104 C 20.9162 -5.5632 -6.7576
105 H 24.3057 -0.7810 -5.7284
106 O 20.8498 -8.3856 -2.4655
107 H 21.8748 -3.9477 4.1156
108 O 20.8629 3.8657 1.3466
109 O 17.4111 -6.7396 0.1006
110 O 26.2218 -3.0479 -4.2012
111 C 20.3553 -3.6836 2.7865
112 H 23.2600 5.2536 -4.5290
113 O 20.7335 1.8253 1.9776
114 H 20.7342 -7.2012 -8.0080
115 H 21.0717 -2.7366 -5.9076
116 H 28.4376 -3.4038 -1.7681
117 H 18.2007 -3.3721 0.0743
118 H 19.6814 -1.5963 2.3611
119 H 17.4903 -3.2378 -1.6328
120 O 17.2405 -0.8412 0.9882
121 H 15.2780 -5.7873 2.0808
122 F 29.2584 0.3799 -0.2015
123 H 23.2356 -9.5478 1.5582
124 C 26.6422 -6.6240 -5.0900
125 H 23.4734 2.6288 -1.1483
126 H 17.5351 -0.7081 -3.7432
127 O 23.2087 -5.2522 3.5393
128 H 23.8168 0.6154 3.1103
129 S 14.8321 -4.0642 -3.5495
130 H 28.0963 -2.1922 -5.7996
131 N 18.9087 0.7624 -4.0572
132 H 21.3825 -0.4240 -8.9296
133 H 19.2612 -4.4016 -5.8395
134 C 19.9368 1.4052 -3.2415
135 H 28.5468 -1.3722 -4.4475
136 H 20.4913 -7.6628 -6.3076
137 O 16.0923 -6.3498 -4.8930
138 N 20.1897 -4.7494 -5.6474
139 O 19.0610 2.7851 1.1446
140 C 27.3705 3.7721 -0.6703
141 C 19.5189 1.7745 -1.7984
142 C 16.7792 -5.7918 0.5404
143 H 17.0325 -2.3382 -9.9363
144 H 20.7220 -2.7314 4.4718
145 C 16.3509 -5.6483 1.9480
146 H 25.5156 4.3859 -1.0558
147 C 21.5140 -8.1608 1.3322
148 O 15.6466 -2.7847 -3.5312
149 H 25.8630 -0.4533 6.6334
150 F 27.2074 0.0928 0.9065
151 O 25.0897 -8.1452 -0.0871
152 H 22.0749 -3.9663 -5.1651
153 F 21.6605 -1.5563 -2.8985
154 O 26.5994 1.1798 4.0369
155 H 27.7032 -4.6870 -2.6882
156 N 20.5111 -7.4930 -3.2180
157 H 20.4286 -2.4784 1.0214
158 N 26.5646 -4.4292 0.2739
159 O 27.4971 -6.8054 -4.2114
160 H 23.6656 -0.9955 2.2868
161 C 20.2695 -6.9115 -7.0655
162 H 21.4052 4.3578 -5.5482
163 H 18.0194 -2.7645 -11.3456
164 H 19.6241 1.0722 -0.9714
165 N 16.3245 -1.3385 1.5890
166 O 19.6032 -3.7979 -8.9214
167 C 22.6482 -8.8401 2.1433
168 F 26.4111 -0.9685 -0.9523
169 O 27.8184 -6.3202 -0.3643
170 F 24.4644 -3.3310 -6.8819
171 C 18.6133 -0.6631 -3.5898
172 H 24.2262 -5.2302 -4.1583
173 F 22.7498 -3.4701 -2.3434
174 C 21.6178 2.7633 -7.9638
175 O 24.6670 -5.4580 2.0699
176 H 16.9976 -6.3318 2.4984
177 H 27.4154 0.3141 6.0889
178 C 26.8475 -5.8444 -6.3680
179 H 20.7765 -1.5592 -7.7146
180 H 15.9479 -3.9335 0.0966
181 S 16.4902 -5.5981 -3.7094
182 H 22.9229 -7.6350 -0.0993
183 C 22.2232 2.7323 -6.6157
184 H 20.0364 -5.3808 -4.8742
185 C 21.6521 -5.9516 0.0442
186 O 21.0243 1.6140 -3.6871
187 H 20.5689 -5.8597 -0.0354
188 H 25.4769 -0.9622 -2.9716
189 C 23.3372 4.2331 -4.9042
190 F 17.0897 -6.8308 -2.8375
191 N 25.4095 -0.9038 -3.9777
192 F 28.4346 -0.9511 -1.9362
193 H 26.7725 -3.6278 0.8524
194 H 27.6927 3.6996 -1.7090
195 H 24.7316 -1.4086 4.3222
196 O 21.9907 -5.1813 -7.2276
197 C 20.4925 -2.2720 2.0897
198 C 25.4079 -4.1418 -0.6562
199 H 23.4155 -8.1837 2.5538
200 H 22.0980 -5.6008 -0.8865
201 O 15.9360 -0.6949 2.5393
202 H 18.5637 -4.5996 -1.1338
203 N 25.2472 -7.0847 -4.8095
204 F 13.7219 -3.7257 -2.4633
205 N 25.0276 -7.9777 -1.2887
206 N 15.4166 -5.3789 -2.7112
207 C 27.6251 -5.1471 -0.5582
208 N 23.9852 -4.7257 2.7483
209 H 21.3994 1.7700 -8.3559
210 H 26.2428 -4.9459 -6.2445

---

Record 3
Formula: C4H12N2
Source: the Open Molecules 2025 dataset
Level of theory: ωB97M-V/def2-TZVPD

Computed properties:
* HOMO-LUMO gap (alpha / beta): 0.198 / 0.102 hartree
* expectation value of S²: 0.758
* calculated total energy: -7311.5193 eV
* charge: +1
* spin multiplicity: 2

Atoms and positions in Å:
1 H 3.3889 1.7466 -1.9688
2 C -2.7146 -0.1641 2.5121
3 H -1.3124 -1.1058 1.1036
4 H -2.9800 0.8788 2.5304
5 H 1.4818 1.3569 -1.9858
6 H 1.0939 -0.9274 -2.7066
7 H -3.7384 -0.5113 2.3260
8 N -0.6031 0.7923 1.6624
9 H 0.2826 0.6068 1.2306
10 H -0.7707 1.7617 1.8626
11 H 2.0784 -2.0992 -1.8760
12 C 2.1274 -1.2818 -2.5866
13 H -2.3205 0.1945 0.5011
14 C -1.6624 -0.1085 1.3345
15 C 2.5271 1.0494 -1.9689
16 H -2.3133 -0.6069 3.4140
17 N 2.7954 -0.1688 -1.8433
18 H 2.6398 -1.4132 -3.5412

---

Record 4
Formula: C4H11N5O3S
Source: the Open Molecules 2025 dataset
Level of theory: ωB97M-V/def2-TZVPD

Computed properties:
* structure (SMILES): N[C@@H]1C=C(S(=O)(=O)O)NC(N)(N)N1
* HOMO-LUMO gap: 0.321 hartree
* calculated total energy: -28751.6158 eV
* charge: 0
* spin multiplicity: 1

Atoms and positions in Å:
1 H -2.5135 -0.0710 0.4480
2 H -1.3577 1.8340 1.6404
3 H 4.0707 -1.0389 1.0688
4 O 3.5765 1.2956 -0.9202
5 S 3.1505 0.1172 -0.2750
6 H -1.3208 -1.5827 -2.1187
7 H -1.3767 3.0004 -0.4892
8 N 0.3986 -0.9520 -0.2953
9 C 0.4430 1.3365 0.3996
10 C 0.9460 0.1807 0.1052
11 N -1.5584 0.0338 0.7613
12 H -2.6592 1.9634 -0.6968
13 H 0.9523 2.2254 0.6596
14 N -1.6844 -0.9222 -1.3875
15 C -1.0680 1.3846 0.6289
16 H -1.9927 -2.0854 1.4031
17 N -1.3671 -2.2355 0.5588
18 O 3.7719 -0.1241 1.2303
19 H -0.5197 -2.5398 1.0706
20 H -1.6046 0.0306 -1.7059
21 C -1.0388 -0.9939 -0.0748
22 N -1.5722 2.0237 -0.5586
23 H 0.9758 -1.6904 -0.6057
24 O 3.3485 -1.1900 -0.8467

---

Record 5
Formula: C6H12Na
Source: the Open Molecules 2025 dataset
Level of theory: ωB97M-V/def2-TZVPD

Computed properties:
* HOMO-LUMO gap: 0.239 hartree
* calculated total energy: -10826.7133 eV
* charge: +1
* spin multiplicity: 1

Atoms and positions in Å:
1 C -0.0558 -1.3831 1.4142
2 C -0.5315 -1.0735 -1.5817
3 C 0.2983 -0.1466 0.6211
4 H -0.6045 -1.0728 2.3194
5 H 0.8687 -1.8995 1.7228
6 H 0.1004 -1.1820 -2.4792
7 H 0.1956 1.3122 2.1938
8 H -0.6012 -2.0533 -1.0800
9 C 0.3745 1.2543 -1.4841
10 C 0.0670 -0.0011 -0.7012
11 Na -3.2870 1.3288 0.7211
12 H 1.3701 1.7425 0.9113
13 H -0.5174 1.5263 -2.0732
14 H 1.2090 1.0596 -2.1786
15 H 0.6446 2.1081 -0.8401
16 H -1.5428 -0.7676 -1.8983
17 H 1.7519 0.4332 2.0729
18 H -0.6830 -2.0925 0.8485
19 C 0.9433 0.9070 1.4914

---

Record 6
Formula: C3H6N4O
Source: the Open Molecules 2025 dataset
Level of theory: ωB97M-V/def2-TZVPD

Computed properties:
* structure (SMILES): Nc1cnn(O)c1N
* HOMO-LUMO gap: 0.302 hartree
* calculated total energy: -11211.4408 eV
* charge: 0
* spin multiplicity: 1

Atoms and positions in Å:
1 H 0.0135 -2.6805 -0.1674
2 H -2.7996 1.0871 0.6400
3 O -2.5933 0.8840 -0.3053
4 H 2.1377 -1.8513 -0.2475
5 C 0.6655 -0.6001 -0.1146
6 N 2.0066 -0.9321 0.0741
7 H 1.2232 2.3053 0.0478
8 H -0.2440 2.5109 0.7063
9 N -1.5927 0.0207 -0.4993
10 N 0.2433 1.9159 0.1181
11 C -0.2799 -1.6645 -0.1074
12 H 2.7410 -0.2939 -0.0205
13 C 0.0410 0.5878 0.1033
14 N -1.5623 -1.2892 -0.2275

---

Record 7
Formula: C16H45N7O11
Source: the Open Molecules 2025 dataset
Level of theory: ωB97M-V/def2-TZVPD

Computed properties:
* HOMO-LUMO gap (alpha / beta): 0.303 / 0.116 hartree
* expectation value of S²: 0.754
* calculated total energy: -50251.4919 eV
* charge: +1
* spin multiplicity: 2

Atoms and positions in Å:
1 H 2.0877 -7.4025 -0.6011
2 H 2.7544 2.6085 -0.2845
3 N -2.2723 -1.1035 -4.8527
4 O 0.8842 -5.5760 1.4389
5 H 0.4210 -0.0340 2.0658
6 H -0.3422 -2.7682 0.4735
7 H 2.4791 5.1888 1.2764
8 C 0.1970 0.5950 2.9274
9 H -4.2437 -5.2842 0.9263
10 H 0.0438 1.8780 -1.7561
11 H 4.0389 0.6054 -0.2805
12 H -4.4433 0.2798 2.8074
13 H 0.3842 -3.3378 -1.0449
14 H 0.9042 -6.0895 -0.9143
15 O -2.9942 -1.0684 -5.8308
16 H 5.8394 2.6047 0.5601
17 N 0.5854 -1.3040 -0.7001
18 H -4.1165 4.9369 -0.7088
19 H -2.3508 1.9067 -1.0278
20 H -2.4180 -0.7940 4.5781
21 H -0.3569 1.5076 2.7068
22 O -0.2299 -1.0567 -1.5799
23 O -2.6409 1.0143 3.5715
24 C 1.8641 -6.3444 -0.4651
25 H -4.4560 2.0368 3.1534
26 H -0.7368 -2.1486 -5.8232
27 H 6.3381 1.6990 -1.4497
28 C -0.9565 -1.7100 -4.8498
29 H -1.2387 3.1715 -0.3160
30 H 1.3879 -2.9632 0.4303
31 C -1.9919 -0.2840 3.7141
32 N 0.1392 -1.4327 4.3589
33 N -2.5749 -4.1731 0.2313
34 H 4.0441 0.9477 1.2451
35 O 3.2925 3.2098 1.5800
36 H 3.7859 3.9528 -0.2847
37 O -2.6932 3.8073 -1.6892
38 C 0.1974 3.8446 -2.5598
39 H 1.3205 3.9938 1.4496
40 H -3.3220 -6.0476 -0.4202
41 H 1.0345 -1.1808 4.7527
42 H 2.3297 4.2759 2.8570
43 H -0.4542 0.4752 4.9392
44 C -3.2556 -5.5211 0.5319
45 H -3.6838 3.3719 0.0691
46 C -0.6410 2.5931 -2.2119
47 O 1.5412 -0.6322 -0.2711
48 H -0.4052 4.6580 -2.9640
49 N -1.1202 2.1491 -3.4577
50 H 2.6138 -5.8308 -1.0670
51 H 4.6451 1.3717 -1.8807
52 C 0.5268 -2.6903 -0.1798
53 H 0.4280 -1.8545 3.4878
54 H 1.0028 3.6663 -3.2723
55 C -4.0687 1.0660 3.4628
56 H -1.4438 1.2044 -3.3068
57 H -1.9316 2.6875 -3.7256
58 H -1.0512 -2.4584 -4.0630
59 O -2.6025 -0.4975 -3.8203
60 C 4.9391 2.2077 0.0911
61 H -4.5852 3.2490 -1.2233
62 H -2.5707 -6.1018 1.1498
63 C -3.7920 3.9094 -0.8729
64 O -2.7366 -3.2638 1.0244
65 C 3.6074 3.0219 0.2535
66 H 0.5585 4.3157 -1.6456
67 C 5.3142 2.0642 -1.3699
68 C -0.4992 -0.1709 4.0624
69 H -2.1462 -0.7856 2.7588
70 H 5.3184 3.0242 -1.8859
71 O -1.9953 -4.0677 -0.8270
72 H -0.2142 -0.9393 -4.6423
73 N 1.9348 -5.9619 0.9287
74 C 2.3366 4.2265 1.7681
75 H -4.5931 0.9628 4.4127
76 O 3.0139 -6.1069 1.5473
77 H 1.1243 1.0586 3.2640
78 C -1.7680 2.8119 -1.1984
79 N 4.6789 0.8263 0.4690

---

Record 8
Formula: C18H33ClN6
Source: the Open Molecules 2025 dataset
Level of theory: ωB97M-V/def2-TZVPD

Computed properties:
* HOMO-LUMO gap: 0.183 hartree
* calculated total energy: -40648.0460 eV
* charge: +2
* spin multiplicity: 1

Atoms and positions in Å:
1 H -0.5410 -4.6178 -2.5584
2 H -9.2962 1.4470 3.4202
3 C 6.2971 7.7489 -4.1217
4 H 7.9294 5.7061 -3.0132
5 H 1.2823 -5.0263 -0.4502
6 H 3.9579 7.3150 -2.6038
7 H 5.5223 8.5155 -4.1310
8 H -9.1613 0.4676 2.0611
9 H 7.7897 3.0853 0.7109
10 H 6.5157 4.3145 1.0216
11 H -0.2482 -9.2241 2.4381
12 C -1.1533 -7.2774 -0.7648
13 H -1.3706 -4.1422 -0.9519
14 C -4.1979 3.0763 0.4541
15 C -5.0863 0.7322 2.5374
16 C -1.1580 -4.9006 -1.7055
17 H 7.7002 3.5360 -1.5647
18 H 6.3315 7.4049 -5.1554
19 C 6.9636 5.9031 -2.5716
20 Cl 1.5543 0.4141 -0.6557
21 H -3.4370 3.7868 0.1310
22 C 4.8354 6.7125 -2.4211
23 H -2.1208 -7.6073 -1.1135
24 C -0.8449 -9.6058 1.6096
25 C -6.2128 0.0794 2.7920
26 H 8.0857 4.9038 0.4306
27 C -0.2041 -9.4462 0.2186
28 H -0.7112 -10.0060 -0.5673
29 H -2.0009 -5.4283 -2.1516
30 N -0.1523 -8.0219 -0.1184
31 C -4.5491 3.2216 1.9831
32 H -4.9636 4.2281 2.0392
33 H -0.9606 -10.6786 1.7644
34 H -7.4008 3.0888 2.2413
35 H 0.8441 -9.7211 0.3363
36 C -6.8075 2.1981 2.3866
37 N -7.2814 0.9426 2.6805
38 N 6.0152 6.7640 -3.1169
39 H 7.2229 8.2806 -3.9021
40 H -1.8432 -9.1741 1.5383
41 C 4.9469 5.6684 -1.5282
42 H -3.7751 2.0793 0.3313
43 N -0.6120 -5.9780 -0.9669
44 N 6.2822 5.1561 -1.6568
45 C 0.6940 -5.9302 -0.5070
46 H -3.6201 3.0542 2.5282
47 H -6.3310 -0.9324 3.1505
48 C 0.9381 -7.1604 0.0174
49 H 6.0669 3.1761 -1.0168
50 H 1.8111 -7.4442 0.5864
51 N -5.4748 2.0944 2.3715
52 C -8.6694 0.6520 3.0162
53 H -4.0671 0.4013 2.6717
54 C 7.3945 4.0611 0.4285
55 H -8.7621 -0.3944 3.3067
56 C 6.8507 3.9337 -1.0095
57 H -5.1012 3.2355 -0.1349
58 H 4.2840 5.3325 -0.7445